Formula: C4H11B3KO4
Source: the Open Molecules 2025 dataset
Level of theory: ωB97M-V/def2-TZVPD

Cartesian coordinates (Å):
C: -1.763 -0.269 1.857
O: -0.719 -1.068 2.333
C: 0.580 -0.822 1.820
C: 0.978 -1.649 0.612
C: 0.189 -1.327 -0.668
B: 0.679 -0.084 -1.449
O: 1.504 0.891 -0.895
B: 1.332 2.095 -1.527
O: 0.023 2.402 -1.891
B: -0.545 1.378 -2.643
O: 0.181 0.221 -2.718
H: -2.417 -0.014 2.689
H: -1.405 0.665 1.423
H: -2.357 -0.796 1.114
H: 0.716 0.247 1.608
H: 1.260 -1.048 2.634
H: 0.868 -2.700 0.845
H: 2.027 -1.437 0.431
H: 0.189 -2.179 -1.342
H: -0.866 -1.154 -0.461
H: 2.228 2.836 -1.735
H: -1.641 1.476 -3.079
K: -1.043 2.336 1.038

Results
E_tot	-30870.2891	eV
HOMO	-0.4976	Eh
net charge	+1
frontier orbital gap	0.3537	Ha

These are the Mulliken partial charges, in e, on atoms 1 to 4: atom 1 (C): -0.52, atom 2 (O): -0.36, atom 3 (C): -0.13, atom 4 (C): -0.59